Record 1
This record from OMol25 describes a structure of composition C14H42O14 in a non-equilibrium geometry. The level of theory is wB97M-V/def2-TZVPD.

Structure (XYZ):
```
70
C14H42O14 wB97M-V/def2-TZVPD
O -18.690 -37.870 -6.668
O -18.221 -34.221 -7.085
O -10.136 -34.490 -4.185
O -15.544 -39.320 -9.686
O -12.973 -36.565 -5.088
O -14.761 -34.153 -11.953
O -14.713 -34.498 -6.391
O -12.996 -32.482 -12.948
O -12.343 -40.782 -8.809
O -14.812 -33.862 -1.807
O -14.489 -31.733 -5.780
O -13.387 -30.315 -8.927
O -17.606 -34.312 -1.810
O -14.598 -36.279 -9.566
C -14.714 -34.536 -7.828
C -13.505 -32.192 -11.585
C -18.565 -35.580 -7.608
C -11.717 -35.876 -5.304
C -14.792 -36.097 -8.186
C -16.800 -34.927 -2.795
C -15.664 -33.771 -3.004
C -13.578 -31.194 -6.622
C -14.238 -30.616 -7.785
C -13.159 -39.840 -9.566
C -18.421 -36.542 -6.422
C -14.556 -39.960 -8.905
C -14.869 -32.821 -11.441
C -11.369 -35.172 -4.030
H -13.833 -36.681 -7.962
H -12.979 -29.554 -8.784
H -15.060 -31.111 -8.076
H -17.481 -36.551 -5.971
H -12.696 -31.864 -6.787
H -13.704 -31.178 -11.440
H -12.835 -39.036 -9.491
H -16.297 -35.910 -2.458
H -18.570 -34.217 -6.236
H -13.964 -33.328 -1.968
H -15.246 -33.826 -3.941
H -9.413 -35.156 -4.390
H -19.621 -35.679 -7.988
H -12.854 -32.707 -10.724
H -11.105 -36.689 -5.479
H -17.896 -35.671 -8.150
H -13.068 -30.535 -6.023
H -15.095 -32.509 -10.382
H -14.686 -31.230 -5.208
H -14.576 -29.620 -7.412
H -12.163 -34.511 -3.735
H -11.597 -35.363 -6.215
H -11.142 -35.956 -3.245
H -14.542 -33.433 -6.288
H -19.272 -36.358 -5.665
H -19.387 -38.224 -6.139
H -13.418 -40.162 -10.685
H -14.556 -37.249 -9.574
H -13.122 -33.486 -13.109
H -14.674 -34.730 -11.190
H -15.437 -36.627 -7.651
H -14.927 -41.061 -8.784
H -15.716 -34.025 -7.971
H -15.625 -32.005 -12.214
H -13.601 -36.052 -5.525
H -17.448 -35.310 -3.694
H -13.854 -34.149 -8.253
H -15.854 -39.888 -10.196
H -17.062 -34.172 -1.004
H -14.503 -39.524 -7.833
H -16.204 -32.695 -3.258
H -12.144 -40.584 -7.955
```

Computed properties:
HOMO level, eV: -9.46
Orbital gap, eV: 9.6
Molar mass, g mol⁻¹: 434.48
LUMO energy, eV: 0.13


Record 2
This record from OMol25 describes an isolated molecule of C27H32N4O2. The level of theory is wB97M-V/def2-TZVPD.

Structure (XYZ):
```
65
C27H32N4O2 wB97M-V/def2-TZVPD
O -3.249 -2.412 1.368
O 5.803 -3.643 2.830
N -0.338 0.752 -2.576
N -3.785 1.608 -0.093
N -2.210 -0.446 0.846
N 0.280 2.772 -1.549
C 0.567 1.633 -2.168
C -4.354 1.467 2.270
C -0.989 3.023 -1.289
C -0.855 -0.760 0.932
C 1.756 1.178 -4.978
C 0.057 0.294 0.887
C 3.852 -2.472 1.952
C 4.984 -4.404 3.683
C 6.083 -2.012 1.181
C 4.224 -0.802 0.264
C 2.408 1.927 -3.824
C -4.624 -0.545 0.766
C -3.287 -1.249 1.024
C -5.125 0.174 2.027
C -0.377 -2.063 1.038
C 3.348 -1.508 1.081
C -2.019 2.158 -1.647
C -1.606 1.013 -2.323
C 5.215 -2.727 2.008
C 0.982 -2.295 1.089
C -4.368 2.341 1.017
C 1.413 0.052 0.932
C 2.003 1.351 -2.458
C 1.902 -1.249 1.032
C 5.583 -1.060 0.317
C -4.582 0.433 -0.411
C -3.451 2.418 -1.265
H -5.331 -1.347 0.526
H 5.658 -5.062 4.230
H -5.404 2.651 0.795
H -4.140 -0.066 -1.276
H 6.259 -0.513 -0.323
H -3.569 3.479 -1.028
H -5.617 0.720 -0.672
H 2.159 0.272 -2.455
H -3.322 1.241 2.543
H 1.338 -3.313 1.148
H -3.772 3.240 1.193
H 2.128 2.982 -3.857
H -6.184 0.409 1.894
H 0.673 1.194 -4.881
H 3.839 -0.067 -0.426
H -4.807 2.018 3.096
H 7.138 -2.224 1.237
H -0.307 1.310 0.822
H 2.078 0.140 -4.985
H 4.267 -5.010 3.119
H -2.432 0.513 0.566
H 3.164 -2.997 2.595
H -1.191 3.957 -0.776
H 3.494 1.865 -3.918
H 2.606 1.822 -1.681
H -5.032 -0.491 2.887
H -2.315 0.277 -2.684
H 2.028 1.632 -5.928
H -1.076 -2.882 1.079
H 4.443 -3.770 4.394
H -4.115 2.186 -2.108
H 2.102 0.883 0.911
```

Computed properties:
HOMO level, eV: -7.82
Orbital gap, eV: 8.4
Molar mass, g mol⁻¹: 444.58
LUMO energy, eV: 0.58


Record 3
This record from OMol25 describes a structure of composition C28H32FeO4 in a non-equilibrium geometry. The level of theory is wB97M-V/def2-TZVPD.

Structure (XYZ):
```
65
C28H32FeO4 wB97M-V/def2-TZVPD
Fe -2.864 -1.452 -2.125
O 4.655 -3.800 -0.506
O 0.358 -0.218 1.795
O -1.973 1.389 1.966
O -1.486 3.460 1.200
C -4.425 -1.385 -3.332
C -2.912 3.653 1.099
C 0.336 2.126 1.806
C 2.287 -1.286 -1.597
C -2.179 -1.676 -3.964
C 3.451 -3.202 -0.693
C -1.806 -2.611 -0.964
C 3.334 2.519 1.450
C 1.115 -1.619 -0.854
C 2.178 0.796 2.960
C 2.277 -3.603 0.001
C 2.514 3.543 2.249
C -2.373 -0.275 -3.629
C -3.635 -1.300 -0.301
C -3.198 -2.655 -0.575
C 3.382 1.130 2.095
C -3.446 -2.360 -3.780
C 0.989 3.427 2.080
C -2.518 -0.410 -0.514
C 0.877 0.837 2.148
C -3.183 5.118 0.875
C -3.762 -0.096 -3.238
C 1.145 -2.825 -0.086
C 4.755 -4.748 0.583
C 0.001 -0.742 -0.846
C 3.414 -2.069 -1.545
C -1.135 2.227 1.663
C -1.325 -1.221 -0.796
H 2.085 1.477 3.816
H 0.150 0.336 -0.934
H -3.644 -3.404 -4.019
H 2.290 -4.503 0.617
H -3.793 -3.555 -0.449
H -1.628 0.511 -3.730
H 2.932 2.444 0.428
H -1.267 -2.112 -4.366
H -2.616 5.523 0.031
H 2.755 3.495 3.317
H 0.696 4.115 1.265
H 0.268 -3.117 0.491
H 4.286 1.060 2.716
H 2.257 -0.400 -2.229
H -3.285 3.047 0.258
H -1.147 -3.440 -1.200
H -3.382 3.310 2.032
H -4.248 5.239 0.670
H 4.305 -1.837 -2.122
H 4.155 -5.647 0.380
H -4.615 -0.999 0.060
H 4.433 -4.300 1.536
H -4.236 0.852 -2.989
H 0.540 3.854 3.009
H 5.814 -4.997 0.617
H 3.486 0.372 1.300
H -2.454 0.657 -0.329
H 4.360 2.901 1.355
H 2.791 4.550 1.909
H -5.484 -1.575 -3.165
H 2.293 -0.228 3.332
H -2.943 5.700 1.770
```

Computed properties:
HOMO level (alpha / beta), eV: 1.79 / -0.31
Orbital gap (alpha / beta), eV: 2.7 / 4.8
Molar mass, g mol⁻¹: 488.40
LUMO energy (alpha / beta), eV: 4.50 / 4.49
Total charge: -2
Spin multiplicity: 5


Record 4
This record from OMol25 describes the ion C5H9N2 with charge +1 in a non-equilibrium geometry. The level of theory is wB97M-V/def2-TZVPD.

Structure (XYZ):
```
16
C5H9N2 wB97M-V/def2-TZVPD
N -0.321 0.713 -0.799
N -1.739 -0.907 -0.217
C 0.364 0.258 0.464
C -1.364 1.338 -1.565
C -1.325 -0.055 -1.087
C 1.809 -0.274 0.075
C -0.693 -0.923 0.824
H -0.262 -1.915 0.972
H 0.352 1.056 1.306
H -2.185 2.006 -1.163
H -2.390 -1.589 -0.160
H -1.214 -0.664 1.778
H 1.965 -1.307 0.373
H 1.713 -0.037 -1.018
H 2.634 0.276 0.559
H -1.001 1.496 -2.470
```

Computed properties:
HOMO level, eV: -14.82
Orbital gap, eV: 10.4
Molar mass, g mol⁻¹: 97.14
LUMO energy, eV: -4.40
Total charge: +1


- Which formula does entry 4 have?
  C5H9N2